A 14-piece molecular cluster, C95H198F15N9O12S2 overall in a non-equilibrium geometry. Source: the OMol25 dataset; level of theory: ωB97M-V with the def2-TZVPD basis set.

Structure (XYZ):
```
331
Properties=species:S:1:pos:R:3
C -2.404 -14.852 32.019
C -3.551 -14.323 31.102
C -3.394 -12.811 30.990
C -3.592 -12.058 32.272
N -3.785 -10.530 32.122
C -4.216 -10.054 33.517
C -5.766 -10.154 33.578
C -6.181 -10.455 32.077
C -4.949 -10.191 31.229
C -2.453 -9.986 31.799
H -1.410 -14.653 31.605
H -2.468 -15.918 32.143
H -2.434 -14.327 32.981
H -4.521 -14.710 31.498
H -3.359 -14.733 30.128
H -4.091 -12.503 30.157
H -2.374 -12.616 30.566
H -2.668 -12.090 32.858
H -4.462 -12.420 32.829
H -3.811 -9.041 33.550
H -3.650 -10.629 34.261
H -6.263 -9.262 33.993
H -6.108 -10.931 34.263
H -7.035 -9.849 31.774
H -6.519 -11.469 32.063
H -4.918 -9.100 31.110
H -4.826 -10.713 30.276
H -1.953 -9.724 32.725
H -2.472 -9.174 31.087
H -1.916 -10.797 31.320
C -5.074 -15.371 27.699
C -5.616 -14.530 26.605
C -7.121 -14.367 26.691
C -7.830 -15.626 26.336
N -9.298 -15.496 26.182
C -9.843 -16.900 25.774
C -11.132 -16.697 24.974
C -10.972 -15.278 24.376
C -9.742 -14.641 25.026
C -10.033 -15.201 27.473
H -3.973 -15.387 27.621
H -5.361 -16.428 27.697
H -5.328 -14.917 28.668
H -5.379 -14.865 25.592
H -5.171 -13.568 26.701
H -7.449 -13.561 26.006
H -7.438 -14.048 27.693
H -7.752 -16.449 27.048
H -7.478 -16.046 25.343
H -9.985 -17.473 26.681
H -9.060 -17.292 25.144
H -12.001 -16.832 25.583
H -11.154 -17.431 24.191
H -11.866 -14.696 24.596
H -10.936 -15.209 23.294
H -9.913 -13.684 25.514
H -8.924 -14.460 24.317
H -9.802 -14.167 27.766
H -9.770 -15.966 28.217
H -11.092 -15.300 27.188
C -7.547 -14.895 31.171
C -8.553 -13.832 31.620
C -9.728 -14.343 32.416
C -9.542 -14.372 33.920
N -10.735 -14.957 34.672
C -11.957 -14.220 34.168
C -12.976 -14.437 35.294
C -12.122 -14.055 36.506
C -10.718 -14.787 36.164
C -10.878 -16.421 34.343
H -7.117 -15.520 31.990
H -6.708 -14.352 30.711
H -8.023 -15.564 30.438
H -8.959 -13.309 30.759
H -8.070 -13.031 32.160
H -9.927 -15.347 32.021
H -10.633 -13.794 32.236
H -9.489 -13.390 34.403
H -8.658 -14.952 34.209
H -12.313 -14.618 33.203
H -11.711 -13.169 34.097
H -13.374 -15.445 35.354
H -13.827 -13.717 35.217
H -12.600 -14.391 37.431
H -11.982 -13.007 36.461
H -10.646 -15.749 36.640
H -9.834 -14.230 36.465
H -11.818 -16.734 34.779
H -10.030 -16.898 34.820
H -10.825 -16.518 33.273
C 2.556 -4.475 27.259
C 1.597 -3.405 26.758
C 0.116 -3.749 26.860
C -0.208 -3.649 28.384
N -1.540 -4.032 28.900
C -1.470 -4.163 30.368
C -1.089 -5.649 30.715
C -1.398 -6.458 29.430
C -2.020 -5.499 28.469
C -2.516 -3.001 28.492
H 2.387 -4.723 28.321
H 3.581 -4.115 27.210
H 2.433 -5.439 26.688
H 1.752 -3.131 25.730
H 1.767 -2.480 27.353
H -0.031 -4.759 26.491
H -0.426 -2.963 26.319
H -0.106 -2.579 28.658
H 0.472 -4.279 28.952
H -2.445 -3.957 30.701
H -0.848 -3.380 30.797
H -1.708 -6.013 31.543
H -0.038 -5.717 31.032
H -2.031 -7.295 29.554
H -0.485 -6.891 28.991
H -3.105 -5.362 28.527
H -1.747 -5.615 27.404
H -3.532 -3.225 28.808
H -2.458 -2.807 27.408
H -2.278 -2.025 28.909
C 4.182 -16.873 30.135
C 3.807 -16.428 28.728
C 3.455 -14.944 28.749
C 3.270 -14.393 27.321
N 2.573 -13.022 27.275
C 1.305 -13.086 28.118
C 0.307 -13.963 27.345
C 0.555 -13.555 25.858
C 1.861 -12.730 25.916
C 3.468 -11.850 27.769
H 4.538 -16.034 30.776
H 5.031 -17.592 30.126
H 3.355 -17.354 30.676
H 2.976 -16.990 28.328
H 4.652 -16.616 28.031
H 4.229 -14.392 29.307
H 2.572 -14.849 29.390
H 2.679 -15.037 26.701
H 4.168 -14.139 26.761
H 0.863 -12.111 28.025
H 1.553 -13.201 29.211
H -0.691 -13.799 27.740
H 0.536 -15.003 27.585
H -0.278 -12.931 25.575
H 0.613 -14.415 25.202
H 1.682 -11.661 26.072
H 2.560 -12.912 25.103
H 4.381 -11.785 27.227
H 3.701 -11.990 28.837
H 2.863 -10.927 27.801
C -12.789 -5.487 36.199
C -11.439 -5.921 36.800
C -10.309 -6.222 35.831
C -9.704 -4.965 35.372
N -8.213 -5.066 34.973
C -7.551 -5.936 35.950
C -6.056 -5.525 35.944
C -6.021 -4.147 35.221
C -7.492 -3.765 35.081
C -8.117 -5.760 33.706
H -13.567 -5.350 36.944
H -13.165 -6.167 35.431
H -12.809 -4.490 35.716
H -11.524 -6.846 37.366
H -11.170 -5.078 37.448
H -10.671 -6.756 34.945
H -9.526 -6.886 36.241
H -9.702 -4.217 36.172
H -10.238 -4.563 34.514
H -7.721 -6.979 35.715
H -8.037 -5.782 36.906
H -5.401 -6.119 35.336
H -5.712 -5.553 36.986
H -5.588 -4.286 34.234
H -5.439 -3.397 35.776
H -7.746 -3.123 34.220
H -7.871 -3.281 35.975
H -8.448 -6.781 33.815
H -7.112 -5.774 33.398
H -8.775 -5.207 33.055
C -1.163 -8.305 35.524
C -0.953 -9.808 35.932
C -1.264 -10.122 37.364
C -2.780 -10.168 37.679
N -3.145 -10.288 39.108
C -3.047 -11.683 39.599
C -3.861 -11.720 40.880
C -5.082 -10.776 40.501
C -4.640 -9.973 39.283
C -2.383 -9.299 39.922
H -2.041 -7.890 35.979
H -1.107 -8.235 34.444
H -0.294 -7.757 35.959
H 0.112 -9.956 35.750
H -1.497 -10.524 35.285
H -0.781 -9.382 37.999
H -0.787 -11.072 37.675
H -3.291 -11.013 37.164
H -3.075 -9.185 37.315
H -1.977 -11.919 39.710
H -3.559 -12.328 38.842
H -3.234 -11.473 41.715
H -4.196 -12.749 41.067
H -5.337 -10.143 41.383
H -5.968 -11.393 40.286
H -4.830 -8.879 39.343
H -5.098 -10.350 38.401
H -2.335 -8.393 39.327
H -1.363 -9.645 40.104
H -2.922 -9.109 40.812
C 1.120 -19.067 32.126
C -0.188 -18.296 32.361
C -1.096 -18.772 33.578
C -2.539 -18.226 33.516
N -3.560 -18.843 34.477
C -3.926 -20.250 34.087
C -5.481 -20.277 33.916
C -5.973 -19.012 34.587
C -4.894 -18.023 34.239
C -3.046 -18.719 35.880
H 1.746 -19.298 33.017
H 1.752 -18.502 31.448
H 0.963 -19.985 31.577
H -0.760 -18.275 31.423
H -0.023 -17.201 32.483
H -0.630 -18.525 34.522
H -1.155 -19.841 33.435
H -2.937 -18.402 32.490
H -2.614 -17.198 33.761
H -3.617 -20.792 34.967
H -3.361 -20.483 33.182
H -5.901 -21.136 34.435
H -5.808 -20.358 32.900
H -6.015 -19.168 35.681
H -6.941 -18.620 34.254
H -4.739 -17.117 34.849
H -4.854 -17.762 33.154
H -2.965 -17.658 36.086
H -2.204 -19.377 36.079
H -3.837 -18.959 36.581
C 4.729 -18.508 33.277
C 4.077 -17.623 34.414
C 3.212 -16.400 34.041
C 2.210 -16.052 35.116
N 1.696 -14.655 34.971
C 2.732 -13.643 35.322
C 2.261 -12.871 36.558
C 0.747 -13.125 36.562
C 0.697 -14.534 36.095
C 0.956 -14.452 33.657
H 3.929 -18.749 32.548
H 5.146 -19.405 33.658
H 5.411 -17.999 32.588
H 4.849 -17.250 35.112
H 3.397 -18.312 34.980
H 2.677 -16.645 33.107
H 3.887 -15.588 33.745
H 2.596 -16.061 36.118
H 1.282 -16.656 35.054
H 2.892 -13.094 34.399
H 3.574 -14.243 35.625
H 2.488 -11.790 36.540
H 2.796 -13.214 37.438
H 0.239 -12.447 35.869
H 0.148 -13.049 37.448
H -0.279 -14.804 35.666
H 0.919 -15.253 36.900
H 1.569 -14.327 32.767
H 0.314 -13.600 33.771
H 0.400 -15.371 33.604
C -9.537 -10.237 33.478
F -8.336 -10.816 33.849
F -9.141 -8.915 33.167
F -9.815 -10.806 32.283
S -10.883 -10.565 34.759
O -10.352 -11.784 35.451
O -10.845 -9.323 35.512
O -11.999 -10.723 33.838
C -5.250 -14.228 35.520
F -5.552 -14.425 34.199
F -5.865 -13.067 35.837
F -5.988 -15.143 36.159
S -3.383 -14.237 35.942
O -2.863 -13.106 35.196
O -3.421 -14.069 37.389
O -3.016 -15.576 35.414
C 0.568 -11.507 31.194
O 1.772 -10.827 30.710
O 0.588 -12.771 31.174
C 0.500 -10.979 32.642
F 1.553 -11.259 33.443
F 0.420 -9.606 32.677
F -0.574 -11.509 33.210
C 1.473 -9.617 29.984
C 2.739 -8.762 29.899
H 3.584 -9.323 29.516
H 2.527 -7.909 29.226
H 2.910 -8.404 30.925
H 0.699 -9.038 30.503
H 1.078 -9.927 29.006
H -0.258 -11.035 30.617
C -4.829 -4.928 31.200
O -3.927 -4.249 32.204
O -4.637 -4.801 29.980
C -4.817 -6.453 31.698
F -6.022 -6.994 31.519
F -3.895 -7.220 31.168
F -4.508 -6.698 33.057
C -4.164 -2.863 32.650
C -3.326 -2.777 33.940
H -3.002 -3.796 34.172
H -2.483 -2.043 33.808
H -4.037 -2.421 34.696
H -5.252 -2.702 32.788
H -3.880 -2.163 31.873
H -5.943 -4.723 31.651
C -2.335 -10.201 26.502
O -1.315 -9.027 26.657
O -2.054 -11.159 25.774
C -2.587 -10.629 28.017
F -1.462 -11.334 28.657
F -2.901 -9.806 28.975
F -3.511 -11.587 28.047
C -0.037 -9.352 26.217
C 0.768 -8.047 26.356
H 1.803 -8.181 26.632
H 0.679 -7.478 25.417
H 0.356 -7.533 27.185
H -0.127 -9.724 25.191
H 0.309 -10.164 26.883
H -3.275 -9.453 26.380
```

Its highest occupied orbital energy is -12.51 eV. Its total charge is +4. The calculation puts the total energy at -202103.821 eV. The energy above the lowest of the compared OMol25 structures with the same formula, charge and spin comes out at 265.3 kJ/mol. As for the max |F|: 4.17 eV/A. The HOMO-LUMO gap is 6.33 eV.